Here is one molecule with the formula C5H13NS at a distorted geometry from the OMol25 dataset. Energies are from ωB97M-V/def2-TZVPD.

XYZ file:
```
20
Properties=species:S:1:pos:R:3:forces:R:3
C -0.42564 1.87338 -0.88563 0.22 -0.64 0.22
C 0.73445 1.28060 -0.09429 0.91 0.41 -0.15
C 1.29069 -0.02193 -0.71746 -0.29 0.61 -0.21
C 0.33743 -1.19692 -0.78790 0.21 -0.77 2.16
S 0.23537 -2.01471 0.90930 0.01 0.36 -0.24
C -1.53779 -2.26434 1.07869 -0.05 0.12 0.45
N 0.40529 1.20434 1.32716 -0.21 -0.09 -0.10
H -0.16572 1.83535 -1.93942 -0.12 0.11 -0.21
H -1.31866 1.26456 -0.71908 -0.10 0.29 -0.03
H -0.59447 2.91319 -0.60624 -0.18 -0.07 0.06
H 1.58586 1.96884 -0.23582 -0.09 0.11 -0.05
H 2.24203 -0.26145 -0.23697 -0.14 -0.29 0.18
H 1.57538 0.29978 -1.72395 -0.03 -0.24 -0.17
H -0.68182 -0.89526 -0.99448 -0.04 -0.07 -0.48
H 0.68207 -2.07156 -1.32685 -0.06 0.51 -0.92
H -1.92239 -2.75444 0.19516 -0.21 -0.25 -0.08
H -1.66332 -2.89707 1.96038 -0.02 -0.17 -0.24
H -2.12318 -1.36402 1.28492 0.33 0.18 -0.19
H 0.11605 2.12156 1.63971 -0.12 0.13 0.03
H 1.22837 0.98011 1.87275 -0.01 -0.24 -0.01
```
Forces are in eV/Å.

Properties
* charge: 0
* frontier orbital gap: 8.9 eV
* SMILES: CSCC[C@@H](C)N
* energy relative to the best compared isomer or geometry (same formula, charge and spin): 0.418 eV
* maximum force: 2.30 eV Å⁻¹
* E: -17720.832 eV